No. 1
This record from OMol25 describes C20H18BCrN2S4 as an isolated structure in a non-equilibrium geometry. The level of theory is ωB97M-V/def2-TZVPD.

- Lowest unoccupied orbital energy (spin up / spin down): -0.6 / -0.9 eV
- HOMO-LUMO gap (spin up / spin down): 6.973 / 6.639 eV
- HOMO (spin up / spin down): -7.56 / -7.58 eV

The geometry in ORCA input format:
```
! wB97M-V def2-TZVPD RIJCOSX def2/J DEFGRID3
* xyz 0 4
Cr 1.05060 0.29902 -0.39413
S -1.02388 -0.28286 -1.43968
S 0.34951 2.52143 0.25968
S 1.71249 1.33611 -2.37957
S 1.49782 -2.10587 -0.53993
N 2.74123 0.56703 0.43587
N 0.15553 -0.20519 1.30974
C -2.49132 -2.55318 -1.09969
C 0.43661 -1.38458 1.88808
C -2.66447 -3.90344 -0.86608
C -0.99854 3.92942 -3.83768
C -0.29796 -1.85969 2.95788
C -1.22059 -1.96309 -1.03398
C 3.78573 0.80339 0.88290
C -1.32053 -1.07959 3.47310
C -1.57443 -4.71756 -0.57224
C -1.14625 1.84665 1.09417
C -0.82946 0.56194 1.80734
C -0.23408 3.02335 -1.34974
C -1.63460 4.42422 -2.70303
C -0.14233 -2.79437 -0.71174
C -1.57635 0.15493 2.89754
C 0.01369 2.99527 -3.72821
C -1.23358 3.98339 -1.45615
C 0.41727 2.50806 -2.47956
C -0.31215 -4.15878 -0.50493
C 1.57719 -2.15790 1.29558
B 5.16648 1.11642 1.48076
H -1.90878 -1.42738 4.31120
H 5.43132 2.24862 1.15597
H 2.53359 -1.69789 1.54954
H 5.11160 0.99772 2.68100
H 5.93629 0.32918 0.98228
H -2.42696 5.15514 -2.79176
H -3.33345 -1.92019 -1.34687
H -1.52606 2.59138 1.79133
H 0.51731 2.61137 -4.60547
H -1.29709 4.27870 -4.81785
H -1.68705 4.38720 -0.55815
H -1.70705 -5.77845 -0.40824
H 1.56821 -3.19604 1.61643
H 0.55251 -4.77968 -0.29884
H -1.88208 1.66319 0.31034
H -0.06704 -2.82724 3.38115
H -3.65731 -4.33208 -0.91854
H -2.36161 0.79197 3.28017
*
```

No. 2
This record from OMol25 describes C20H18BF2N5ORhS as an isolated structure. The level of theory is ωB97M-V/def2-TZVPD.

- Lowest unoccupied orbital energy: -4.8 eV
- HOMO-LUMO gap: 6.241 eV
- HOMO: -11.08 eV
- Energy above the lowest of the compared OMol25 structures with the same formula, charge and spin: 0.825 eV

The geometry in ORCA input format:
```
! wB97M-V def2-TZVPD RIJCOSX def2/J DEFGRID3
* xyz 1 1
Rh -0.23636 -0.39394 -0.00781
S -0.14427 -7.58276 -1.40972
F -2.82562 0.58711 -1.09720
F -2.93290 -1.56863 -0.33846
O 1.20916 -0.13563 -1.36563
N 0.34324 -7.37104 1.14639
N -0.26744 1.53878 -0.21436
N -0.08448 -2.45832 0.03822
N -1.96921 0.09911 1.18987
N 0.59622 2.08484 -1.04699
C -2.89105 -0.24303 3.37087
C -2.42905 -0.72904 2.19441
C 1.32996 1.10311 -1.64570
C 0.04536 -5.24946 0.02584
C -2.44202 1.99448 2.58590
C 3.11531 0.55888 -3.26701
C 2.31254 1.51931 -2.65057
C 2.44098 2.86671 -2.99406
C 4.16316 2.28731 -4.56169
C -0.20397 -4.53366 -1.13406
C 0.09406 -6.76331 -0.02442
C -0.25712 -3.15439 -1.09234
C -2.94777 1.15553 3.54198
C -1.08791 2.26466 0.52357
C 4.03883 0.94541 -4.22055
C 3.36661 3.24617 -3.94996
C -1.85167 1.46771 1.42889
C 0.24348 -4.52022 1.19324
C 0.17086 -3.14018 1.16032
C -1.13828 3.75546 0.48854
B -2.33982 -0.36340 -0.29275
H 0.56064 -6.88460 1.99564
H -3.24796 -0.91988 4.13225
H -0.35579 -5.06068 -2.06496
H -0.48461 4.11416 -0.30054
H 3.00740 -0.48053 -2.98981
H 0.33554 -2.55457 2.05576
H -2.15206 4.10752 0.29396
H 1.81515 3.60193 -2.51071
H 4.88547 2.58688 -5.30984
H -3.37899 1.56714 4.44530
H -0.44210 -2.57456 -1.98594
H -0.79922 4.18603 1.43266
H -2.44756 -1.77746 1.93605
H 4.66360 0.20373 -4.69950
H -2.42998 3.06444 2.73117
H 0.45898 -4.98250 2.14529
H 0.41164 -8.37543 1.14363
H 3.46831 4.28872 -4.21926
*
```

No. 3
This record from OMol25 describes one molecule with the formula C20H18ClNSSi in a non-equilibrium geometry. The level of theory is ωB97M-V/def2-TZVPD.

- Lowest unoccupied orbital energy: 0.7 eV
- HOMO-LUMO gap: 9.191 eV
- HOMO: -8.54 eV
- Energy above the lowest of the compared OMol25 structures with the same formula, charge and spin: 0.595 eV

The geometry in ORCA input format:
```
! wB97M-V def2-TZVPD RIJCOSX def2/J DEFGRID3
* xyz 0 1
Cl -1.36001 4.17560 -5.42213
S -1.61490 -0.48561 0.45042
Si 0.09354 0.18221 -0.77730
N 1.16496 1.24761 0.36642
C -1.97673 0.08299 3.90345
C 0.47662 -2.59584 -1.08160
C -1.99548 -0.57089 5.14563
C 2.30068 -3.59310 -2.28088
C -1.25856 1.74928 -4.32558
C -0.50496 3.54472 -3.00903
C -0.78479 -1.10315 5.52829
C 0.98386 -1.30493 -1.27831
C 1.16865 -3.72547 -1.51247
C -0.94330 -0.06467 2.96068
C -0.37209 1.30338 -2.17629
C 0.19603 -0.77092 3.35009
C 0.17038 1.69098 1.32952
C -0.18380 2.64306 -2.00597
C 2.11384 -1.21607 -2.00926
C -1.04210 0.72816 1.61842
C 0.31237 -1.22454 4.69088
C 2.73712 -2.31354 -2.56996
C -0.96211 0.85096 -3.35466
C -0.97053 3.12400 -4.23287
H 2.56056 -0.17683 -2.10934
H 1.16110 -1.68755 5.15053
H -2.78553 0.78818 3.61688
H -1.94292 1.39023 1.69490
H 2.84554 -4.38311 -2.74571
H 1.72278 0.44223 0.73453
H -1.61434 1.34053 -5.25317
H -1.34756 -0.16118 -3.49688
H -0.60171 -2.60358 -0.76965
H -0.29476 2.62714 0.98851
H -0.60610 -1.37410 6.49165
H 0.66619 -4.65017 -1.38941
H 3.55551 -2.23004 -3.26125
H -2.71617 -0.32312 5.89978
H 0.20485 2.97162 -1.07243
H 1.05639 -0.74520 2.67212
H -0.28133 4.60994 -2.73469
H 0.66876 1.81078 2.27615
*
```

No. 4
This record from OMol25 describes one molecule with the formula C20H18F3N3O2S in a non-equilibrium geometry. The level of theory is ωB97M-V/def2-TZVPD.

- Lowest unoccupied orbital energy: 0.2 eV
- HOMO-LUMO gap: 8.336 eV
- HOMO: -8.11 eV
- Energy above the lowest of the compared OMol25 structures with the same formula, charge and spin: 3.196 eV

The geometry in ORCA input format:
```
! wB97M-V def2-TZVPD RIJCOSX def2/J DEFGRID3
* xyz 0 1
S 2.09074 6.66313 0.63209
F -5.88678 -3.66618 -1.04181
F -4.49402 -2.11832 -2.73195
F -4.61005 -5.78258 0.26287
O -1.36140 6.72634 2.42272
O 3.13859 0.06160 -1.07159
N -0.41195 4.94229 1.65149
N -0.33596 -3.75333 -0.65670
N 1.54081 0.77810 0.45124
C 0.91858 -1.95544 -1.69948
C 2.89517 4.19962 0.01547
C 0.15182 -3.40680 0.76313
C 0.59618 2.94620 0.91247
C 0.63579 4.29784 0.98530
C -2.43573 -4.83801 -0.24574
C -3.82285 -2.95691 -1.91721
C 2.78186 2.80757 -0.01519
C 0.96836 7.01690 2.11341
C -1.70571 -3.79533 -0.80430
C 2.16217 -0.14168 -0.39593
C 0.58757 -3.41878 -1.82134
C 1.67933 2.15343 0.42824
C -0.42150 6.28159 1.83556
C -2.40203 -3.01521 -1.76613
C 1.79441 4.93292 0.49693
C -4.48290 -3.85198 -1.11987
C -3.82898 -4.91952 -0.43786
C 0.70980 -1.97271 0.78330
C 1.64810 -1.63791 -0.38846
H -0.63896 -3.42580 1.52583
H 0.05109 -3.49833 -2.72892
H -1.84292 -2.42458 -2.56786
H 0.90975 -4.16830 0.98230
H 1.38865 6.76905 3.15863
H 3.81892 4.68562 -0.31526
H 1.48431 -4.12704 -1.92175
H -0.15688 -1.29859 0.77239
H 0.66890 8.11407 2.00908
H -0.09758 -1.47460 -1.67523
H 1.17767 -1.79158 1.73652
H -0.31595 2.42823 1.20957
H -1.83900 -5.55120 0.32194
H 2.57874 -2.25477 -0.32529
H -1.12534 4.43158 2.17147
H 3.60945 2.21122 -0.40594
H 0.73267 0.44548 1.00214
H 1.49707 -1.64732 -2.59025
*
```

No. 5
This record from OMol25 describes one molecule with the formula C20H18F3O6PS in a non-equilibrium geometry. The level of theory is ωB97M-V/def2-TZVPD.

- Lowest unoccupied orbital energy: 0.6 eV
- HOMO-LUMO gap: 9.129 eV
- HOMO: -8.51 eV
- Energy above the lowest of the compared OMol25 structures with the same formula, charge and spin: 2.335 eV

The geometry in ORCA input format:
```
! wB97M-V def2-TZVPD RIJCOSX def2/J DEFGRID3
* xyz 0 1
S 3.21408 0.50702 -0.15422
P 0.60831 0.61616 0.13738
F 4.48837 1.44940 -2.23692
F 4.42850 2.77940 -0.53389
F 5.85925 1.17412 -0.33132
O 3.33993 0.62067 1.28562
O 0.23813 0.14201 -1.35314
O 0.87644 -0.65505 1.08689
O 3.45785 -0.92762 -0.46946
O 1.07919 1.89361 1.07185
O 1.81305 1.10729 -0.82645
C 0.55914 -2.26882 -1.31213
C 1.18545 3.22287 0.72317
C 1.47536 6.02843 0.25095
C -0.38178 -0.33750 4.57939
C 0.71016 3.81412 -0.54762
C -1.64277 -1.37525 -1.71061
C 2.04417 5.31904 1.41352
C 0.15976 -0.81920 2.27027
C 4.60841 1.50782 -0.88615
C -1.15047 1.17854 0.35300
C 1.78512 3.98610 1.75345
C 0.89875 5.18304 -0.82266
C -0.59044 -1.99317 2.42435
C -2.20400 -2.65996 -1.73123
C 0.08871 0.05413 3.30825
C -1.33316 -3.72538 -1.65269
C -0.28719 -1.15103 -1.42118
C -1.16712 -1.49598 4.72756
C 0.00837 -3.55339 -1.46953
C -1.27896 -2.29059 3.61285
H 0.14971 3.20600 -1.24995
H 0.49424 1.04716 3.13847
H -1.40735 2.06940 -0.27399
H -1.62114 -1.83893 5.68096
H -1.25232 1.54736 1.34321
H 2.61807 5.91241 2.19694
H -3.30529 -2.61343 -1.80714
H -0.60334 -2.67601 1.56918
H -1.94445 0.43172 0.09449
H 0.56928 5.66507 -1.72864
H 1.64467 -2.18571 -1.34656
H 2.00311 3.60972 2.68464
H -1.97466 -3.16576 3.71405
H 1.55828 7.08464 0.11708
H 0.55393 -4.45992 -1.68098
H -1.78950 -4.69721 -1.70582
H -0.28373 0.25616 5.42472
H -2.37043 -0.59380 -1.78033
*
```